Molecular formula: C23H24N2O3
Method: DFT, the ωB97M-V functional and the def2-TZVPD basis

- Calculated total energy: -1226.0953 Eh
- Energy relative to the best compared isomer or geometry (same formula, charge and spin): 48.11 kcal/mol
- E_LUMO: 0.047 eV
- E_HOMO: -0.291 hartree
- HOMO-LUMO gap: 7.958 eV

Atoms and positions in Å:
H  -0.959  -0.227  3.459
H  5.185  1.535  1.465
C  -2.073  4.548  -0.084
C  -0.811  4.038  0.039
H  2.790  2.162  1.152
O  -2.763  -0.842  -2.053
C  -3.159  3.709  -0.381
H  -2.377  -2.672  2.299
C  -2.512  -0.543  -0.900
H  -2.246  5.607  0.043
H  -3.802  1.714  -0.785
C  4.098  -1.007  -0.508
N  0.673  2.193  -0.012
C  6.113  -1.940  -0.535
C  -1.468  -1.184  3.556
C  -0.582  2.656  -0.133
C  -4.796  -4.406  -0.720
C  -2.882  -0.719  1.527
C  -4.228  -2.029  -0.122
C  -0.117  -0.012  -0.475
H  0.037  4.667  0.260
H  6.384  -2.825  0.064
H  -4.390  -5.389  -0.946
H  -3.076  -3.778  0.410
H  -3.818  -0.698  2.095
H  6.805  -1.856  -1.388
C  4.519  0.928  0.877
H  -5.382  -4.073  -1.573
C  2.314  0.485  -0.059
N  -3.191  -1.051  0.155
H  -2.328  -1.052  4.208
C  -1.904  -1.695  2.189
H  -4.787  -1.679  -0.996
H  -2.452  0.286  1.558
C  2.779  -0.682  -0.684
H  -5.458  -4.496  0.139
O  6.206  -0.781  0.266
C  3.183  1.267  0.698
O  4.792  -2.078  -1.009
H  2.148  -1.292  -1.309
H  0.109  -1.061  -0.588
C  0.916  0.915  -0.194
H  -0.786  -1.889  4.025
C  -1.685  1.809  -0.429
C  -1.411  0.425  -0.572
H  -4.147  4.136  -0.479
C  4.958  -0.221  0.263
C  -3.671  -3.420  -0.432
H  -3.018  -3.342  -1.302
H  -1.029  -1.811  1.547
H  -4.901  -2.071  0.737
C  -2.972  2.365  -0.548

Atom charges from the natural (NBO) analysis, given in e for atoms 1 to 4: 0.2069 0.2292 -0.2032 -0.1831

***

Molecular formula: C4H5NOS
Method: DFT, the ωB97M-V functional and the def2-TZVPD basis

- Calculated total energy: -683.4479 Eh
- Energy relative to the best compared isomer or geometry (same formula, charge and spin): 100.43 kcal/mol
- E_LUMO: 0.549 eV
- E_HOMO: -0.348 hartree
- HOMO-LUMO gap: 10.012 eV

Atoms and positions in Å:
S  -0.309  1.512  0.990
C  2.195  0.516  -0.019
H  2.454  1.291  -1.006
C  -2.497  -1.226  -0.416
C  -1.383  -0.888  -0.552
H  -0.531  0.578  2.045
H  2.669  0.726  1.084
H  -3.499  -1.770  -0.173
O  0.732  -1.569  -1.135
H  2.521  -0.645  -0.432
N  0.703  0.329  0.111
C  0.109  -0.755  -0.521

Atom charges from the natural (NBO) analysis, given in e for atoms 1 to 4: 0.1826 -0.4756 0.2243 -0.1616

***

Molecular formula: C7H15NO2
Method: DFT, the ωB97M-V functional and the def2-TZVPD basis

- Calculated total energy: -480.9471 Eh
- Energy relative to the best compared isomer or geometry (same formula, charge and spin): 24.07 kcal/mol
- E_LUMO: 0.711 eV
- E_HOMO: -0.329 hartree
- HOMO-LUMO gap: 9.650 eV

Atoms and positions in Å:
H  -0.698  2.140  0.783
O  -1.954  0.111  0.755
H  0.940  2.810  1.028
O  2.075  0.752  0.038
H  -0.477  1.207  -2.471
H  1.542  -1.490  -0.918
C  0.747  -1.066  -1.523
H  -0.638  -1.326  2.481
H  -1.710  1.333  -1.205
C  0.892  0.986  -0.067
H  -1.148  -1.685  0.128
N  1.236  -1.665  1.713
C  -0.070  -0.028  -0.747
H  -1.637  -0.102  -2.218
H  -2.368  -0.258  1.543
C  -1.036  0.655  -1.718
C  0.279  2.298  0.332
C  -0.832  -0.672  0.427
C  0.053  -0.850  1.770
H  1.057  -2.542  1.239
H  1.983  -1.181  1.226
H  0.144  2.912  -0.556
H  1.212  -0.586  -2.381
H  0.305  0.114  2.217
H  0.103  -1.869  -1.875

Atom charges from the natural (NBO) analysis, given in e for atoms 1 to 4: 0.2490 -0.7308 0.2340 -0.5756

***

Molecular formula: C3H6N2O
Method: DFT, the ωB97M-V functional and the def2-TZVPD basis

- Calculated total energy: -302.6311 Eh
- Energy relative to the best compared isomer or geometry (same formula, charge and spin): 38.88 kcal/mol
- E_LUMO: 0.930 eV
- E_HOMO: -0.371 hartree
- HOMO-LUMO gap: 11.019 eV

Atoms and positions in Å:
H  1.589  -0.419  2.111
H  0.418  -1.329  -3.477
H  -1.146  0.290  0.819
N  -0.170  -1.229  -2.659
C  0.917  0.096  1.395
N  -0.592  0.987  -1.708
C  -0.552  0.009  1.693
C  -0.309  -0.099  -2.200
H  0.050  1.295  -0.976
H  -0.778  0.698  2.517
H  -0.821  -0.997  2.028
O  1.394  0.698  0.457

Atom charges from the natural (NBO) analysis, given in e for atoms 1 to 4: 0.1127 0.3943 0.2449 -0.7412

***

Molecular formula: C2H2FNO2
Method: DFT, the ωB97M-V functional and the def2-TZVPD basis

- Calculated total energy: -382.3326 Eh
- Energy relative to the best compared isomer or geometry (same formula, charge and spin): 124.11 kcal/mol
- E_LUMO: -0.349 eV
- E_HOMO: -0.338 hartree
- HOMO-LUMO gap: 8.848 eV

Atoms and positions in Å:
N  0.612  -0.824  0.856
O  -1.025  -0.334  -2.271
O  1.204  -1.541  0.181
H  0.243  1.361  0.195
C  -0.845  0.026  -1.189
C  -0.506  0.656  -0.092
F  1.476  0.121  1.546
H  -1.160  0.535  0.775

Atom charges from the natural (NBO) analysis, given in e for atoms 1 to 4: 0.4493 -0.4126 -0.2457 0.3088

***

Molecular formula: C2H10NO2S
Method: DFT, the ωB97M-V functional and the def2-TZVPD basis

- Calculated total energy: -685.6494 Eh
- Energy relative to the best compared isomer or geometry (same formula, charge and spin): 11.50 kcal/mol
- Net charge: -1
- E_LUMO: 3.615 eV
- E_HOMO: -0.099 hartree
- HOMO-LUMO gap: 6.309 eV

Atoms and positions in Å:
C  -0.692  -0.446  -1.185
H  -2.388  -0.860  1.329
N  1.117  1.174  -0.348
H  -2.961  -0.564  -0.144
S  0.396  -0.757  -2.616
H  -1.505  0.247  -1.453
H  2.686  -0.220  2.473
H  1.691  0.769  -1.090
H  0.641  1.926  -0.813
H  2.270  0.326  1.132
H  0.466  -0.591  0.600
O  -3.076  -0.463  0.800
O  3.030  -0.095  1.579
H  -0.615  0.743  0.672
C  0.058  0.224  -0.017
H  -1.120  -1.413  -0.919

Atom charges from the natural (NBO) analysis, given in e for atoms 1 to 4: -0.5598 0.4769 -0.8814 0.4924